(1)
105
Properties=species:S:1:pos:R:3:forces:R:3 method="wB97M-V/def2-TZVPD" s_squared=3.782 homo_ev="-0.92 / -1.47" total_charge=-2 spin_multiplicity=4 orbital_gap_ev="5.0 / 5.5"
V 0.48322 0.79607 1.60219 1.0 -0.3 -0.4
C -1.93453 3.96067 0.14085 0.0 -0.3 0.0
C -0.88726 2.92961 0.48370 -1.6 -0.1 0.6
N -1.11009 1.94386 1.35119 -0.5 1.2 -0.6
N -2.33112 2.02548 1.86780 -1.2 1.3 -0.5
C -2.91795 1.37456 2.83425 0.1 -0.6 0.8
N -4.11163 2.00683 3.19721 -0.2 0.2 -0.2
S -2.55530 -0.00197 3.72866 -0.1 -0.2 0.3
C 0.38726 3.03726 -0.12479 1.3 0.1 -0.5
C 0.74031 4.11768 -0.96020 -0.2 -0.3 0.4
C 1.99542 4.16713 -1.50976 0.3 -0.3 0.1
C 2.88828 3.13652 -1.21680 -0.3 0.3 -0.1
C 2.46809 2.11797 -0.38531 0.5 -0.1 -0.2
N 1.26246 2.04845 0.16581 -0.1 1.3 -1.2
H -2.90190 3.61927 0.49896 0.1 0.1 0.0
H -1.69305 4.91684 0.61420 0.0 0.0 0.0
H -1.97874 4.10080 -0.93923 0.1 0.0 -0.1
H -4.53027 2.56702 2.46801 0.1 0.0 0.0
H -4.74709 1.42675 3.72200 0.1 -0.1 -0.1
H 0.02126 4.89561 -1.16284 0.0 0.0 0.0
H 2.27419 4.97875 -2.16821 0.0 0.0 0.0
H 3.88176 3.12007 -1.64279 0.0 -0.1 0.0
H 3.15051 1.30365 -0.18050 -0.1 0.0 0.1
Cl 2.76589 -0.30289 1.75419 0.7 -0.6 -0.5
C 3.81173 0.82393 2.52445 0.4 0.7 0.3
C 5.16094 0.53583 2.57713 0.0 -0.1 -0.1
C 6.04237 1.41758 3.18077 0.0 0.0 0.1
C 5.55052 2.58403 3.75143 0.0 -0.1 -0.1
C 4.20299 2.86242 3.68034 0.1 -0.3 -0.1
Cl 3.62234 4.32293 4.39050 0.1 0.4 0.2
C 3.26948 2.01092 3.05801 -0.2 -0.1 -0.1
S 1.61080 2.43142 2.98733 0.0 0.5 0.2
H 5.51556 -0.38585 2.13992 0.0 -0.1 0.0
H 7.09827 1.19563 3.20729 0.1 0.0 0.0
H 6.20370 3.27866 4.25756 0.1 0.1 0.0
C -5.09511 -0.83464 1.37653 0.0 -0.1 0.0
C -4.12780 -1.79137 0.69843 0.3 0.2 0.0
P -2.50059 -1.02789 0.17382 -0.3 -0.3 -0.6
C -1.88133 -2.49975 -0.79898 -0.1 0.2 0.1
C -2.74812 -3.28295 -1.77694 0.0 0.1 0.1
C -3.06620 0.21293 -1.10099 0.1 -0.1 0.2
C -4.14850 -0.13123 -2.11918 0.1 0.0 0.1
H -6.03029 -1.34503 1.62647 0.0 0.0 0.0
H -5.32661 0.00936 0.72651 -0.1 0.1 0.0
H -4.65189 -0.46039 2.29516 0.0 0.1 0.1
H -4.61292 -2.24913 -0.16677 0.0 -0.1 0.0
H -3.84882 -2.58523 1.39845 0.0 -0.1 -0.1
H -1.55334 -3.18550 -0.01116 0.0 0.1 -0.2
H -0.98946 -2.14220 -1.32070 0.0 -0.1 0.2
H -3.63694 -3.68495 -1.29415 -0.1 -0.1 0.0
H -2.16700 -4.12497 -2.16041 0.0 -0.1 -0.1
H -3.05047 -2.67690 -2.62562 -0.1 0.0 -0.1
H -2.15746 0.53398 -1.62425 -0.1 0.1 0.1
H -3.39681 1.06759 -0.49757 0.1 0.0 0.0
H -3.76585 -0.79172 -2.89393 0.0 0.0 -0.1
H -4.49516 0.78555 -2.60290 -0.1 0.0 -0.1
H -5.00463 -0.61572 -1.65197 -0.1 0.0 0.0
C 2.08223 -0.27638 6.62311 0.1 0.0 0.2
C 1.16677 0.67544 6.19441 0.0 0.0 0.2
C 0.51316 0.54884 4.98773 -0.3 -0.2 -0.1
C 0.77051 -0.54277 4.14252 0.3 -0.1 0.9
C 1.70102 -1.50274 4.60102 0.0 0.1 -0.1
C 2.33471 -1.37300 5.81491 0.1 -0.1 0.2
N 0.22536 -0.64445 2.88918 -0.3 -1.4 0.6
C 0.06107 -1.94690 2.47955 0.0 -0.4 0.2
C -0.52144 -2.86897 3.37561 -0.2 -0.1 -0.1
C -0.52728 -4.21893 3.11909 -0.1 -0.1 0.1
C 0.02510 -4.70834 1.94139 0.1 -0.2 -0.2
C 0.51454 -3.80908 1.00620 0.1 -0.2 0.0
C 0.51746 -2.44649 1.24996 -0.1 0.2 0.3
H 2.59203 -0.17175 7.57241 0.0 0.1 0.1
H 0.95782 1.52924 6.82351 0.0 0.1 0.0
H -0.22912 1.27230 4.67371 0.1 -0.1 0.1
H 1.93440 -2.35773 3.97889 0.0 0.0 0.0
H 3.03764 -2.13731 6.12982 0.1 0.0 0.0
H -0.95456 -2.48181 4.28753 0.1 0.0 0.0
H -0.95594 -4.90529 3.84432 0.0 0.0 0.0
H 0.05606 -5.77591 1.75454 0.0 0.0 -0.1
H 0.89376 -4.18102 0.06283 0.1 0.0 -0.1
H 0.88220 -1.76903 0.48469 0.1 -0.1 0.0
S -0.58222 2.32768 -3.61426 -0.2 0.1 -0.1
P 0.28820 0.56488 -3.46160 0.1 -0.2 -0.2
S 0.73072 -0.25061 -1.71402 0.1 -0.1 0.0
C 1.82120 0.60126 -4.47849 -0.1 0.1 0.2
C 3.06497 0.53901 -3.86673 -0.2 -0.1 0.1
C 4.21777 0.61389 -4.62433 0.3 0.0 -0.2
C 4.13588 0.75284 -6.00170 0.1 0.0 0.0
C 2.89262 0.82148 -6.61550 0.1 0.0 -0.2
C 1.73966 0.74977 -5.85853 -0.1 0.0 0.1
C -0.67462 -0.70790 -4.37363 -0.1 0.2 0.2
C -1.89096 -0.41998 -4.97539 0.2 0.2 0.0
C -2.61791 -1.42795 -5.58340 -0.2 -0.3 -0.2
C -2.13650 -2.72822 -5.58772 -0.1 0.0 -0.1
C -0.92202 -3.01769 -4.97949 0.0 -0.2 -0.1
C -0.19569 -2.01372 -4.37529 0.1 0.1 0.0
H 3.10984 0.41662 -2.79291 0.0 0.0 0.1
H 5.18545 0.55916 -4.14111 0.0 0.0 0.0
H 5.04070 0.80961 -6.59516 0.0 0.0 0.0
H 2.82923 0.93197 -7.69181 0.0 0.0 0.0
H 0.76496 0.81044 -6.32593 0.0 0.0 0.0
H -2.25301 0.59973 -4.95639 0.0 0.1 0.0
H -3.56784 -1.20312 -6.05341 0.0 0.0 0.0
H -2.70553 -3.51953 -6.06012 0.0 0.0 0.0
H -0.54755 -4.03389 -4.97343 0.0 0.0 0.0
H 0.74204 -2.22696 -3.87974 0.0 0.0 0.1

=====

(2)
118
Properties=species:S:1:pos:R:3:forces:R:3 method="wB97M-V/def2-TZVPD" s_squared=0.773 homo_ev="-4.55 / -5.40" total_charge=-1 spin_multiplicity=2 orbital_gap_ev="5.4 / 6.0"
K 0.67794 -0.91320 0.42152 0.4 0.7 -0.5
C -5.16974 -0.76289 -3.05171 0.1 0.0 0.0
C -5.29157 -2.13582 -2.81601 0.1 0.1 0.0
C -4.17430 -2.91695 -2.52452 -0.1 -0.1 0.0
C -2.94952 -2.28239 -2.47578 0.1 -0.3 0.2
C -1.56797 -2.76115 -2.12710 -0.1 -0.2 0.0
N -0.69588 -1.79265 -2.21310 0.0 0.5 0.0
C -1.38772 -0.61708 -2.53849 -0.2 -0.3 0.2
N -0.88077 0.55265 -2.54249 0.3 0.1 -0.3
C 0.49231 0.59987 -2.42045 0.3 0.1 0.0
C 1.45228 0.03319 -3.35615 -0.3 0.1 -0.1
C 1.35202 -0.43467 -4.65888 0.1 0.0 -0.1
C 2.50114 -0.92464 -5.25753 0.0 0.0 0.1
C 3.72266 -0.94943 -4.56489 -0.1 0.0 0.0
C 3.81619 -0.48522 -3.26312 0.0 -0.1 -0.1
C 2.66264 0.00779 -2.66711 0.2 0.2 0.4
C 2.36526 0.57574 -1.35140 0.1 -0.1 -0.3
N 3.19198 0.50464 -0.22876 0.3 0.0 -0.5
C 3.57090 -0.68178 0.10626 -0.2 0.1 0.1
N 2.93685 -1.82740 -0.36863 0.3 -0.1 -0.3
C 3.36415 -2.86251 0.30470 0.1 -0.1 0.1
N 2.97449 -4.14382 0.12441 0.2 0.3 0.0
C 1.84846 -4.44402 -0.47400 -0.2 -0.1 0.2
N 0.73766 -3.67951 -0.64830 0.2 -0.2 -0.3
C -0.13905 -4.40863 -1.36930 0.0 -0.2 0.1
N -1.30978 -4.05835 -1.85756 0.0 0.3 -0.2
C 0.37815 -5.79894 -1.59520 -0.3 0.3 -0.1
C -0.13493 -6.88287 -2.26846 0.0 -0.2 0.0
C 0.67127 -8.02212 -2.35266 0.0 0.1 0.0
C 1.94558 -8.03911 -1.79274 0.0 0.1 0.0
C 2.45506 -6.91880 -1.13080 0.1 -0.2 0.0
C 1.63934 -5.81597 -1.04334 0.2 0.3 0.2
C 4.43595 -2.45275 1.27004 -0.1 -0.3 -0.1
C 5.22157 -3.17534 2.14179 0.0 0.0 0.1
C 6.15525 -2.47083 2.90230 0.0 0.1 0.0
C 6.28529 -1.08922 2.77859 -0.1 0.0 0.0
C 5.48463 -0.36755 1.89189 0.0 0.0 0.1
C 4.55969 -1.07256 1.15257 -0.2 0.1 -0.2
N 1.08981 1.02019 -1.29775 0.1 -0.3 -0.2
C -2.83447 -0.92609 -2.72113 0.3 0.2 0.1
C -3.92491 -0.13235 -3.01332 -0.1 0.0 0.0
H -6.05549 -0.18187 -3.27709 0.0 0.0 0.0
H -6.26943 -2.59886 -2.86723 0.0 0.0 0.0
H -4.25794 -3.98145 -2.33974 0.0 0.0 0.0
H 0.40838 -0.41096 -5.19134 0.0 0.0 0.0
H 2.45894 -1.29581 -6.27423 0.0 0.0 0.0
H 4.60379 -1.34105 -5.05831 0.0 0.0 0.0
H 4.75806 -0.51131 -2.72770 0.0 0.0 0.0
H -1.12097 -6.84505 -2.71431 0.0 0.0 0.0
H 0.30497 -8.90258 -2.86586 0.0 0.0 0.0
H 2.55183 -8.93224 -1.87783 0.0 0.0 0.0
H 3.45038 -6.91060 -0.70443 0.0 0.0 0.0
H 5.11195 -4.24938 2.22842 0.0 0.0 0.0
H 6.78978 -3.00395 3.59925 0.0 0.0 0.0
H 7.01925 -0.56803 3.38055 0.0 0.0 0.0
H 5.57691 0.70637 1.79257 0.0 0.0 0.0
H -3.80381 0.93278 -3.18520 0.0 0.0 0.0
N -2.29360 1.13682 0.47037 0.1 -0.2 0.1
N -3.21918 0.07289 0.33934 -0.1 0.1 -0.1
C -2.94341 -1.16137 0.75964 0.4 0.0 -0.1
N -3.92744 -2.07574 0.79994 0.0 0.0 0.0
N -1.65768 -1.34449 1.08476 -0.5 -0.6 0.5
N -1.23405 -2.51052 1.65178 -0.3 -0.2 0.1
O -0.06377 -2.48676 2.03453 -1.1 -0.8 0.5
O -1.95032 -3.51528 1.76922 0.2 0.5 -0.1
H -2.75361 1.98596 0.15796 0.0 0.0 0.0
H -1.51514 1.01558 -0.17909 -0.2 0.0 -0.1
H -4.05883 0.23409 -0.19594 0.0 0.0 0.0
H -4.78045 -1.88696 0.30004 0.0 0.0 0.0
H -3.62255 -3.03049 0.93648 0.0 0.0 0.0
C 0.29553 -0.18996 5.33728 0.0 0.0 0.0
As -0.58867 0.21649 3.61906 0.1 0.1 0.3
C -2.25807 -0.68736 4.14282 -0.1 0.0 -0.1
C -1.35393 2.00564 3.98646 0.1 0.0 -0.1
C -0.46718 3.26660 4.00315 0.1 -0.1 0.0
C -1.39714 4.42221 4.39840 0.0 0.0 0.0
C 0.11067 3.59024 2.61505 -0.1 -0.1 0.0
As 1.18698 2.28257 1.56279 0.2 0.4 0.4
C 1.89897 3.67472 0.38163 -0.1 0.0 -0.1
C 2.82407 2.21150 2.68880 0.0 -0.1 0.0
C 0.62438 3.07084 5.07635 -0.1 0.0 -0.2
As 1.88932 4.44006 5.74109 0.1 -0.1 0.1
C 2.02068 5.86020 4.39936 0.0 0.0 -0.1
C 0.69878 5.40201 6.97115 -0.1 0.1 0.0
H -0.19230 0.29631 6.18307 0.0 0.0 0.0
H 1.34722 0.08964 5.31590 0.0 0.0 0.0
H 0.23287 -1.27212 5.46389 0.0 0.0 0.0
H -2.50276 -0.41942 5.17107 0.0 0.0 0.0
H -2.15291 -1.77100 4.07444 0.0 0.0 0.0
H -3.07264 -0.36871 3.49113 0.0 0.0 0.0
H -1.89350 1.93372 4.93670 0.0 0.0 0.0
H -2.09789 2.11387 3.19033 0.0 0.0 0.0
H -2.24124 4.47479 3.70655 0.0 0.0 0.0
H -0.88476 5.38398 4.36350 0.0 0.0 0.0
H -1.79021 4.27973 5.41022 0.0 0.0 0.0
H 0.71472 4.49144 2.68501 0.1 0.1 0.0
H -0.71349 3.82937 1.93417 0.0 0.0 0.0
H 2.30850 4.49199 0.97799 0.0 0.0 0.0
H 1.10705 4.04845 -0.26745 0.0 0.0 0.0
H 2.68944 3.24098 -0.23029 0.0 0.0 0.0
H 2.92875 3.07730 3.34171 0.0 0.1 0.0
H 3.66251 2.19151 1.99279 0.0 0.0 0.0
H 2.85982 1.30281 3.29370 0.0 0.0 0.0
H 1.27328 2.24779 4.78648 0.0 0.0 -0.1
H 0.13946 2.74921 6.00498 0.0 0.0 0.0
H 2.61815 5.52839 3.55137 0.0 0.0 0.0
H 2.54834 6.67884 4.89151 0.0 0.0 0.0
H 1.05854 6.22067 4.04289 0.0 0.0 0.0
H 0.25562 4.68809 7.66607 0.0 0.0 0.0
H -0.09669 5.92639 6.44329 0.0 0.0 0.0
H 1.28649 6.12040 7.54254 0.0 0.0 0.0
F -1.29861 3.43427 -0.56564 0.1 0.0 0.1
P -1.92879 4.29493 -1.81110 0.0 -0.1 0.1
F -0.97063 5.53401 -1.43455 0.1 0.0 0.0
F -3.06255 4.86732 -0.80014 -0.1 0.0 0.0
F -0.80022 3.69034 -2.78349 0.0 0.0 0.0
F -2.90634 3.02219 -2.13728 -0.1 0.0 0.0
F -2.58119 5.11733 -3.02832 0.0 0.0 -0.1

=====

Values of largest force on an atom, in order: 0.0344 0.0287, all in hartree/bohr.